{"formula": "C39H27Cl4NO4PRuS", "method": "ωB97M-V/def2-TZVPD", "species": ["Ru", "Cl", "Cl", "Cl", "Cl", "S", "P", "O", "O", "O", "O", "N", "C", "C", "C", "C", "C", "C", "C", "C", "C", "C", "C", "C", "C", "C", "C", "C", "C", "C", "C", "C", "C", "C", "C", "C", "C", "C", "C", "C", "C", "C", "C", "C", "C", "C", "C", "C", "C", "C", "C", "H", "H", "H", "H", "H", "H", "H", "H", "H", "H", "H", "H", "H", "H", "H", "H", "H", "H", "H", "H", "H", "H", "H", "H", "H", "H", "H"], "positions_angstrom": [[-0.941, -0.099, 0.708], [1.092, 0.054, 5.823], [1.781, 0.212, 0.429], [0.205, -2.948, -3.424], [-2.951, -6.978, -1.629], [-0.239, 0.241, 3.034], [-0.666, 2.472, 0.157], [-3.226, 0.244, 1.465], [1.248, -2.455, 1.556], [-2.679, 0.639, -0.653], [-0.422, -2.140, 0.098], [-0.376, -5.757, -2.266], [-0.003, 2.842, -3.811], [2.375, 0.160, 2.047], [1.950, -6.140, -2.605], [0.410, 4.374, 3.615], [1.790, 4.466, 3.507], [-0.362, 2.385, -2.554], [-2.306, 3.288, 0.301], [-4.810, 4.412, 0.730], [0.431, -2.857, 0.735], [1.690, 3.398, 1.355], [1.495, 0.151, 3.141], [3.746, 0.137, 2.210], [3.657, -5.188, -1.228], [3.287, -5.977, -2.305], [2.680, -4.647, -0.416], [0.369, -4.379, 0.420], [-4.655, 3.037, 0.821], [-3.131, 1.004, 0.476], [-2.474, 4.663, 0.196], [0.299, 3.330, 1.445], [-1.434, -4.874, -2.394], [0.953, -5.522, -1.846], [2.428, 3.964, 2.382], [-2.740, -5.326, -2.133], [0.682, 4.040, -3.940], [1.319, -4.822, -0.671], [-1.316, -3.557, -2.871], [-0.331, 3.788, 2.601], [0.643, 4.337, -1.551], [2.087, 0.103, 4.420], [-0.048, 3.136, -1.420], [-3.677, -3.192, -2.636], [3.459, 0.085, 4.589], [-3.845, -4.508, -2.238], [-3.413, 2.477, 0.573], [-2.420, -2.729, -2.971], [1.005, 4.783, -2.813], [-3.729, 5.217, 0.396], [4.289, 0.107, 3.482], [-4.525, -2.525, -2.697], [-0.617, -6.723, -2.402], [-1.630, 5.296, -0.053], [-5.495, 2.398, 1.057], [4.043, -6.459, -2.911], [-3.861, 6.286, 0.291], [3.507, 4.010, 2.301], [0.905, 4.916, -0.675], [-0.891, 1.447, -2.431], [3.867, 0.048, 5.589], [2.189, 3.011, 0.477], [2.954, -4.086, 0.470], [-4.824, -4.892, -1.989], [-0.092, 4.755, 4.495], [2.369, 4.919, 4.300], [4.382, 0.131, 1.335], [-0.250, 2.256, -4.687], [-1.404, 3.686, 2.709], [0.974, 4.397, -4.919], [1.653, -6.739, -3.458], [1.545, 5.716, -2.912], [-0.666, -4.647, 0.223], [5.363, 0.094, 3.607], [0.695, -4.858, 1.343], [-5.781, 4.858, 0.899], [4.702, -5.034, -0.992], [-2.290, -1.711, -3.306]], "atomic_forces_ev_per_a": [[0.459, -1.318, 0.236], [-0.063, 0.013, 0.215], [0.231, 0.080, -0.338], [0.156, 0.003, 0.072], [-0.089, -0.036, 0.027], [-0.445, -0.049, -0.756], [0.099, 0.787, 0.204], [0.538, 0.012, 0.191], [-0.217, 0.014, -0.113], [0.403, -0.397, 0.186], [-0.780, 1.465, -0.077], [-0.124, 0.066, 0.102], [0.012, -0.047, -0.028], [-0.011, -0.025, 0.510], [-0.051, 0.185, -0.023], [-0.022, -0.029, 0.056], [0.038, -0.018, 0.011], [0.062, 0.027, 0.100], [-0.076, -0.187, -0.016], [0.034, -0.005, -0.023], [0.564, -1.059, 0.292], [-0.165, 0.071, -0.009], [0.020, -0.001, 0.008], [0.044, -0.007, -0.181], [0.077, -0.015, 0.063], [0.121, -0.052, -0.002], [-0.098, 0.081, -0.044], [-0.142, 0.692, -0.034], [-0.057, -0.094, 0.013], [-1.108, 0.253, -0.209], [0.001, -0.119, 0.062], [0.071, -0.104, -0.015], [0.083, 0.036, -0.054], [0.382, 0.129, 0.451], [0.086, -0.024, -0.016], [0.200, 0.149, 0.113], [0.008, 0.036, -0.020], [-0.115, -0.264, -0.418], [-0.167, -0.210, 0.126], [0.021, 0.060, -0.095], [-0.066, -0.049, -0.028], [0.040, 0.021, -0.373], [0.011, -0.352, -0.025], [-0.133, 0.028, -0.021], [0.039, 0.006, 0.021], [-0.033, 0.049, -0.014], [0.288, 0.058, -0.079], [0.042, 0.055, 0.154], [0.036, 0.045, 0.032], [0.030, 0.111, -0.014], [-0.062, -0.009, 0.015], [-0.027, -0.030, 0.000], [-0.021, -0.044, 0.069], [0.003, 0.028, 0.055], [-0.009, 0.000, -0.004], [-0.024, -0.005, -0.046], [-0.017, 0.001, 0.028], [0.004, 0.020, 0.010], [-0.013, 0.020, -0.003], [-0.043, 0.009, -0.085], [-0.013, 0.002, 0.012], [0.056, 0.048, -0.004], [0.018, -0.013, 0.009], [0.011, -0.050, -0.012], [-0.003, -0.037, 0.018], [-0.005, 0.001, 0.013], [0.007, 0.018, -0.009], [0.007, 0.006, -0.011], [-0.007, 0.066, 0.008], [-0.008, -0.005, -0.013], [-0.030, 0.077, -0.045], [0.001, 0.003, -0.025], [-0.027, -0.091, -0.143], [0.012, -0.013, 0.013], [-0.113, -0.098, -0.021], [-0.008, -0.008, 0.004], [0.009, -0.007, -0.010], [0.070, 0.037, -0.039]], "multiplicity": 6, "s2": 8.775, "largest_force_ev_per_a": 1.66, "e_lumo_ha": [0.01491, -0.09030], "homo_lumo_gap_ev": [8.019, 5.164], "charge": 0}



{"formula": "C39H27CuF9OP2", "method": "ωB97M-V/def2-TZVPD", "species": ["Cu", "P", "P", "F", "F", "F", "F", "F", "F", "F", "F", "F", "O", "C", "C", "C", "C", "C", "C", "C", "C", "C", "C", "C", "C", "C", "C", "C", "C", "C", "C", "C", "C", "C", "C", "C", "C", "C", "C", "C", "C", "C", "C", "C", "C", "C", "C", "C", "C", "C", "C", "C", "H", "H", "H", "H", "H", "H", "H", "H", "H", "H", "H", "H", "H", "H", "H", "H", "H", "H", "H", "H", "H", "H", "H", "H", "H", "H", "H"], "positions_angstrom": [[0.749, -1.514, 0.296], [0.760, -0.879, -2.775], [-0.049, -0.666, 2.134], [0.164, -4.146, 7.726], [1.173, -2.391, 8.461], [-6.477, 1.465, 2.140], [-6.353, 0.352, 0.305], [3.242, 5.291, 2.777], [2.249, -3.881, 7.226], [-5.687, 2.391, 0.341], [2.848, 5.278, 0.728], [4.582, 4.213, 1.496], [1.056, -1.811, -1.602], [2.247, -2.907, -6.611], [0.983, 3.373, 1.902], [-2.652, 0.062, 2.949], [-2.259, -0.076, 0.590], [2.423, 3.318, -2.324], [0.881, 1.632, -1.573], [-1.758, -0.235, 1.900], [2.171, -2.845, -4.202], [1.430, -1.636, -4.286], [2.538, -3.483, -5.398], [-1.050, -0.813, -2.982], [-1.742, 0.359, -3.280], [-3.116, 0.323, -3.561], [-4.308, 0.755, 1.346], [3.017, 2.071, 1.693], [2.868, 2.473, -3.265], [3.278, 4.508, 1.716], [0.243, 2.178, 1.917], [0.336, -3.336, 5.127], [-5.742, 1.267, 1.035], [0.230, -1.326, 3.783], [1.149, -1.068, -5.512], [2.265, 0.929, 1.843], [2.262, 1.239, -3.479], [0.159, -2.743, 3.878], [0.726, -2.507, 6.136], [-1.788, -1.998, -2.701], [0.483, -0.520, 4.866], [2.395, 3.314, 1.792], [1.312, 0.746, -2.560], [0.715, -1.124, 6.104], [1.064, -3.236, 7.405], [1.602, -1.689, -6.673], [-3.522, 0.407, 0.267], [-3.772, -0.895, -3.483], [-3.136, -2.025, -3.025], [-3.924, 0.537, 2.674], [1.406, 2.904, -1.428], [0.876, 0.961, 1.996], [1.154, 3.600, -0.601], [-4.589, 0.924, 3.489], [0.535, 0.524, 4.763], [0.539, 4.376, 1.929], [1.239, -1.283, -7.655], [2.798, 0.008, 1.596], [-3.690, -2.866, -2.842], [0.204, -4.363, 5.252], [-1.265, -2.845, -2.371], [2.622, 0.555, -4.232], [4.077, 1.975, 1.484], [2.971, -4.475, -5.447], [0.005, -3.368, 2.988], [2.385, -3.336, -3.229], [3.755, 2.792, -3.890], [-3.865, 0.486, -0.781], [0.312, 1.207, -0.785], [-1.654, -0.376, -0.292], [0.503, -0.205, -5.483], [-1.088, 1.288, -3.522], [2.870, 4.281, -2.204], [2.458, -3.463, -7.556], [-2.364, -0.021, 3.987], [-4.896, -0.887, -3.625], [-0.890, 2.168, 2.056], [0.936, -0.507, 6.988], [-3.608, 1.214, -3.847]], "atomic_forces_ev_per_a": [[-0.070, -0.331, -0.811], [-1.330, -1.957, 0.018], [1.274, 0.709, -0.819], [-0.425, -0.501, 0.132], [0.239, -0.490, -0.443], [0.146, 0.164, -0.154], [-0.720, -0.524, -0.661], [-0.052, 0.096, 1.269], [-0.398, 0.308, 0.410], [-0.190, 0.670, -0.303], [-0.095, 0.666, -1.479], [-0.610, -0.097, -0.064], [0.198, 0.216, 0.584], [0.062, -0.280, -1.342], [1.136, 0.288, -0.281], [0.348, 0.078, -0.215], [1.021, -0.588, -1.212], [-1.450, 0.421, 1.994], [0.543, -0.191, 0.790], [-1.969, 0.562, -0.076], [-0.259, -0.130, 0.061], [0.856, -0.857, 1.047], [-0.141, -0.063, 0.699], [-0.394, -0.463, 0.977], [1.427, 1.223, -1.608], [1.297, -0.786, 0.342], [-1.774, 0.169, 0.505], [-0.278, 0.267, 0.230], [1.717, -0.503, -2.618], [0.271, 0.470, -0.155], [-1.860, 1.026, 1.312], [0.055, 1.816, -2.401], [1.610, -0.637, 1.097], [-0.288, -1.296, -1.093], [0.041, -0.398, -0.034], [0.204, -0.880, -0.967], [0.165, -0.763, 0.958], [-0.030, 0.431, 0.240], [-0.480, 0.054, 2.166], [0.021, 1.890, -1.520], [0.030, -1.166, 1.031], [-0.600, -1.466, 0.471], [1.450, 2.314, -1.530], [0.453, 0.502, -0.475], [0.853, 0.747, 0.472], [-1.524, 0.967, -1.155], [0.460, -0.128, 0.389], [-2.109, 1.211, 0.235], [1.559, 1.270, 0.348], [-0.492, 1.171, 0.090], [0.605, 0.697, -0.336], [0.260, -0.882, 0.055], [-0.147, -0.853, -0.778], [0.691, -0.792, -0.840], [-0.028, 1.259, -0.110], [-0.164, -0.611, 0.024], [0.724, -0.384, 1.025], [-0.322, -0.105, 0.639], [-1.236, -2.120, 0.291], [0.085, -1.510, 0.266], [0.482, -1.179, 0.481], [0.176, 0.235, -0.217], [-0.144, 0.157, 0.139], [0.177, 0.102, 0.535], [-0.139, 0.413, 0.377], [-0.237, 0.583, -0.763], [-1.265, -0.523, 0.573], [0.309, -0.016, 0.809], [-1.030, 0.023, 0.595], [-0.101, 0.193, 0.799], [0.009, 0.306, -0.602], [-1.539, -1.440, 0.685], [0.208, 0.439, 0.120], [-0.058, 0.618, 0.940], [0.214, -0.138, 0.060], [1.525, -0.253, -0.085], [1.655, 0.432, -0.411], [-0.063, -0.560, -0.473], [-0.542, 0.699, -0.244]], "largest_force_ev_per_a": 3.17, "e_lumo_ha": -0.09789, "homo_lumo_gap_ev": 9.319, "charge": 1}